50
Properties=species:S:1:pos:R:3:forces:R:3 method="wB97M-V/def2-TZVPD" total_charge=+1 total_energy_ev=-27670.2501 gap_ev=4.4 relative_energy_ev=3.9845
O -4.09824 -0.31626 4.81058 0.714 0.132 -0.739
N -0.17109 -2.16521 -0.40342 -2.167 -0.768 -0.311
N 0.91202 -1.58721 0.20077 1.784 1.126 0.874
N 1.19485 3.85226 1.20527 -1.122 -1.482 0.975
C 3.88235 1.50439 1.56036 0.438 0.330 -0.080
C -2.89326 -0.14258 4.20310 -0.050 0.155 -0.218
C -0.31520 0.20959 3.08807 -0.777 -0.440 -0.008
C 2.53299 3.45499 1.06200 0.316 -0.667 -0.023
C 1.28641 -0.33489 -0.45084 0.103 -0.289 -0.202
C -5.28693 -0.06885 4.03178 0.259 -0.033 0.194
C -2.74955 0.34157 2.87715 -0.178 -0.153 0.532
C -0.48524 -0.32809 4.39602 0.310 0.140 -0.431
C 1.33934 1.75878 2.09493 0.246 -0.750 -0.417
C 0.63597 5.11538 0.76303 -0.369 0.401 -0.072
C -1.73388 -0.44977 4.96365 -0.587 -0.023 -0.320
C -0.30800 -3.51146 -0.92984 -0.398 0.307 -0.494
C 4.96909 2.16331 0.95516 -0.438 -0.195 0.286
C 3.58091 4.10824 0.42925 0.329 -0.228 0.050
C -1.48065 0.53381 2.35143 0.364 0.282 0.330
C 2.66331 2.16342 1.61653 -0.180 0.394 -0.322
C 1.99813 -2.47129 0.62792 -0.143 0.482 -0.081
C 4.81942 3.44309 0.39448 -0.536 0.049 0.054
C 0.48411 2.86642 1.81796 0.978 0.818 -0.472
C 1.00870 0.48927 2.58331 -0.298 1.650 1.024
H 5.94370 1.67312 0.92817 -0.315 0.169 -0.038
H 0.83302 -0.25870 -1.45275 0.382 -0.244 0.084
H 1.83635 -0.16884 2.85390 -0.238 0.025 -0.146
H -5.34168 0.98087 3.71338 0.019 -0.216 0.153
H -1.24311 -3.92313 -0.53389 0.233 -0.228 -0.014
H 0.89388 0.51228 0.11832 0.198 0.007 -0.282
H -6.09917 -0.29870 4.71855 -0.006 0.061 -0.201
H 3.41997 5.08209 -0.02979 0.315 -0.209 0.097
H 2.90515 -2.24697 0.04910 -0.079 -0.283 0.040
H -5.33190 -0.72272 3.14970 0.046 0.090 0.276
H 1.73220 -3.52324 0.50711 0.164 0.307 0.088
H 2.38123 -0.26579 -0.51360 -0.211 0.237 -0.065
H -0.56642 2.99343 2.06688 0.318 0.068 -0.108
H 5.67246 3.91825 -0.08855 -0.249 -0.104 0.145
H 2.23213 -2.30900 1.68860 -0.034 -0.100 -0.148
H -1.86543 -0.80237 5.98504 0.056 0.075 -0.243
H 0.24216 5.69193 1.61027 0.268 -0.162 -0.160
H 3.96844 0.51559 2.01495 0.225 0.242 -0.271
H 0.40917 -0.55581 4.98255 -0.345 -0.044 -0.152
H 1.41779 5.68696 0.26073 -0.252 -0.053 0.107
H -0.41409 -3.49211 -2.02548 0.259 -0.204 0.137
H 0.51057 -4.18585 -0.66752 -0.237 0.284 -0.078
H -0.19367 4.93733 0.06808 0.302 0.018 0.072
H -3.63297 0.58221 2.28012 0.424 -0.103 0.217
H -1.37594 0.99545 1.36619 -0.059 -0.452 0.165
H -0.82146 -1.47352 -0.75347 0.217 -0.419 0.199


57
Properties=species:S:1:pos:R:3:forces:R:3 method="wB97M-V/def2-TZVPD" total_charge=0 total_energy_ev=-50689.0004 gap_ev=8.0 relative_energy_ev=2.4443
Pd -0.10650 0.70941 -0.01613 -0.424 -0.144 0.129
P 0.06354 3.19289 -1.24709 0.168 0.033 0.138
O 1.13984 2.20309 -1.94508 -0.153 0.074 -0.243
O 1.31984 0.74349 3.70065 0.050 0.016 0.031
O -1.53076 0.54847 3.68285 -0.062 0.013 0.057
O -1.19587 2.41472 -1.90306 0.053 0.032 -0.166
O 0.17661 4.61743 -1.57579 0.001 -0.013 -0.019
O 0.07403 2.79237 0.23553 0.182 -0.100 -0.131
N -0.07814 0.52368 1.88394 -0.130 0.105 0.009
N -1.97894 -0.52605 0.34074 0.249 0.148 0.116
N 1.96732 -0.56703 0.48493 -0.034 0.183 0.130
C 2.27200 -0.00028 1.65840 0.145 -0.022 0.023
C 3.05168 1.31562 -2.98082 0.012 0.015 0.017
C 2.95400 -1.09602 -0.23117 0.030 -0.012 0.016
C -2.54985 2.94767 -1.97476 -0.025 -0.069 0.136
C -1.29966 0.38499 2.51361 0.133 -0.137 -0.145
C -3.33466 1.87139 -2.70762 -0.027 0.026 0.020
C -3.65300 -0.32490 2.03107 0.042 0.033 -0.032
C -4.58654 -0.89514 1.18131 -0.024 -0.023 0.048
C -2.35836 -0.15856 1.57286 -0.136 -0.053 0.034
C 3.26523 2.78199 -0.95061 0.054 -0.004 -0.029
C -2.87637 -1.07760 -0.47003 -0.013 -0.020 -0.025
C -3.07945 3.14609 -0.56107 -0.045 0.007 -0.022
C -4.19179 -1.28726 -0.08639 0.052 -0.013 -0.052
C 1.14257 0.50296 2.53483 -0.077 -0.108 -0.092
C 3.56706 0.07077 2.14683 -0.043 0.019 -0.029
C 4.27770 -1.07828 0.18189 -0.036 -0.024 -0.056
C -2.56994 4.24475 -2.76976 -0.066 -0.009 -0.026
C 4.58895 -0.47345 1.38765 0.019 -0.004 0.047
C 2.57813 3.75665 -3.17074 0.070 -0.006 -0.029
C 2.52131 2.54185 -2.25653 0.005 -0.006 0.118
H 5.61224 -0.43734 1.73706 0.006 0.015 -0.004
H -3.05544 2.20291 -0.01082 0.011 0.004 0.010
H 2.52217 1.17440 -3.92312 -0.015 -0.008 -0.003
H -4.11136 3.50015 -0.59487 0.007 0.005 -0.010
H -2.04953 5.04291 -2.24813 0.016 0.004 0.002
H 3.60420 3.88507 -3.52158 0.001 0.011 0.011
H 1.93599 3.60145 -4.03808 -0.017 0.000 -0.008
H -3.60838 4.53711 -2.93777 0.001 0.011 0.010
H 2.91592 0.42821 -2.36464 0.003 -0.003 -0.009
H -2.52659 -1.35589 -1.45627 -0.005 -0.008 0.006
H 2.25434 4.65834 -2.65859 -0.008 0.003 -0.003
H -2.47917 3.87675 -0.01937 0.008 0.004 0.015
H -3.89086 -0.00271 3.03477 0.005 -0.014 0.011
H 4.11561 1.43341 -3.19158 -0.003 0.013 -0.001
H 5.04142 -1.52983 -0.43567 0.006 0.003 -0.008
H 3.73709 0.54406 3.10295 0.001 -0.008 0.015
H -5.60748 -1.04230 1.50754 -0.007 0.016 -0.003
H 2.67171 -1.55473 -1.17116 0.000 -0.011 0.004
H -4.88523 -1.74763 -0.77583 -0.002 0.006 -0.006
H -4.38156 2.16590 -2.79417 0.003 0.004 0.003
H -3.28654 0.92778 -2.16387 0.009 0.010 -0.007
H -2.93037 1.72485 -3.70920 0.017 -0.015 -0.002
H 3.21917 1.89327 -0.31807 -0.010 0.007 0.012
H -2.09301 4.09728 -3.73880 0.021 0.001 -0.011
H 4.31378 3.01045 -1.15092 -0.009 0.004 -0.009
H 2.82629 3.61920 -0.40757 -0.006 0.009 0.014


54
Properties=species:S:1:pos:R:3:forces:R:3 method="wB97M-V/def2-TZVPD" total_charge=+4 total_energy_ev=-39045.8593 gap_ev="3.8 / 4.1" relative_energy_ev=3.9941
Sn -1.05349 0.11143 -0.45862 3.226 -0.805 2.508
O -0.00284 2.18941 2.34498 -0.548 -3.142 -3.190
O 0.74680 -2.98655 0.15885 -2.330 3.176 -0.219
O 1.82084 0.44149 -0.80876 0.838 0.087 0.026
N -2.91195 -1.26731 2.64608 -0.044 -0.060 0.389
N 4.00829 0.66440 -1.20813 2.358 0.445 -1.098
N -0.30740 4.86959 0.31734 2.065 0.928 -1.089
N -0.09996 -4.13813 -2.90711 2.669 0.516 -1.906
C -2.53727 1.79544 -1.05750 -1.018 1.209 -0.285
C -3.30121 -1.62692 3.67646 0.292 0.206 -0.572
C -3.31284 0.79084 -0.46501 -1.460 0.483 -0.049
C 5.42264 0.78240 -0.87188 -1.086 1.877 -0.805
C 1.67352 6.40835 -0.54563 0.328 0.478 0.000
C 0.82617 -4.14241 -3.63714 -1.407 0.058 1.078
C 3.35536 -0.13204 1.03888 -0.682 1.165 -0.577
C -0.17258 1.40511 1.52466 0.467 3.382 3.560
C -1.79453 0.22711 -2.74967 0.314 -0.364 -0.956
C -2.45076 -0.80909 -2.07605 -0.914 -0.782 -0.850
C 0.07602 -2.06538 0.07462 2.399 -3.666 0.335
C -1.80472 1.52098 -2.22048 0.019 1.008 -0.476
C 2.98055 0.38453 -0.37284 -1.686 -1.305 2.716
C 5.69231 -1.16027 0.76702 -0.319 0.723 0.080
C -3.76971 -2.07554 4.98818 -0.184 -0.106 0.313
C 0.57561 5.53831 -0.06687 -1.392 -0.850 0.583
C 4.20085 -1.39505 1.00119 0.433 -0.757 -0.074
C -3.24970 -0.51706 -0.95783 -1.357 -0.439 -0.383
C 2.00570 -4.12523 -4.56832 0.500 -0.226 -0.210
C 6.08440 -0.57810 -0.57673 0.475 -2.384 0.459
H -1.23571 0.00247 -3.64817 0.085 -0.002 -0.136
H 1.86800 -4.80368 -5.45839 -0.262 0.953 0.841
H -3.92793 -1.25381 -0.55263 0.219 -0.404 0.340
H -2.57568 2.80344 -0.66830 0.155 0.273 0.150
H -2.94354 -2.53464 5.55689 -0.285 0.205 -0.318
H 3.73835 0.76409 -2.19242 0.168 0.027 0.032
H 2.92331 -4.52131 -4.08880 -0.725 0.021 0.186
H -4.16688 -1.22442 5.56433 0.196 -0.237 -0.283
H 5.92223 1.22790 -1.73833 -0.168 -0.160 0.013
H -1.24155 2.32503 -2.67550 0.049 0.065 -0.175
H 2.31627 5.89021 -1.29612 -0.714 0.396 0.464
H 7.17535 -0.44586 -0.58955 -0.233 0.547 -0.199
H 6.07330 -0.48944 1.54927 -0.002 -0.300 0.013
H 3.77922 -2.10042 0.27612 0.151 -0.011 -0.070
H 5.56779 1.46688 -0.01451 -0.239 -0.481 0.040
H 3.86161 0.66482 1.60412 -0.030 -0.101 -0.152
H 5.85872 -1.28770 -1.38396 -0.052 0.310 -0.014
H 6.20636 -2.12190 0.85584 0.127 -0.060 0.027
H 2.30555 -3.08355 -4.87201 -0.808 -1.004 0.089
H -2.39468 -1.82838 -2.43902 0.051 -0.182 -0.130
H -4.57825 -2.81658 4.88153 0.330 0.255 -0.093
H 2.43211 -0.35753 1.58584 0.008 0.211 -0.304
H -4.06580 1.03473 0.27497 0.293 0.016 0.508
H 4.07228 -1.88260 1.97171 0.064 0.088 -0.045
H 2.33137 6.71342 0.28913 -0.408 -0.354 -0.183
H 1.28577 7.37309 -0.95274 0.072 -0.928 0.094